Entry 1:
A molecular structure, C3H9N2O in a non-equilibrium geometry, computed with ωB97M-V with the def2-TZVPD basis set.

Computed properties:
total charge: +1
relative energy (zero: lowest compared OMol25 entry of this formula, charge and spin): 5.202 eV
DFT total energy: -8273.872 eV
maximum force: 5.47 eV/A
frontier orbital gap: 8.92 eV
highest occupied orbital energy: -0.52341 Eh

Each line ends with the Löwdin charge.
CARTESIAN COORDINATES (ANGSTROEM)
C: -2.274572 0.612927 0.026697  -0.064
C: 2.547973 -0.156596 0.227874  0.001
C: -0.327143 -0.697162 -0.513297  0.051
N: -1.376148 -0.407887 0.229295  -0.026
N: 1.255746 0.370474 -0.039762  -0.151
O: 0.958644 1.509644 0.087473  0.155
H: -2.811017 0.622193 0.930622  0.091
H: -1.867356 1.691732 -0.120657  0.146
H: -2.976304 0.384888 -0.700131  0.082
H: 2.896397 -0.529620 -0.723670  0.116
H: 2.332159 -1.070135 0.779583  0.111
H: 3.328026 0.509680 0.682660  0.136
H: 0.120690 -1.657739 -0.352334  0.125
H: -0.139836 -0.237041 -1.444161  0.120
H: -1.667256 -0.945359 0.929807  0.108

Atomic forces in eV per Å
-0.266 4.556 0.220
1.330 0.123 0.522
-0.166 -0.586 1.027
3.839 0.840 -3.805
-1.222 0.755 0.572
0.729 -0.115 0.113
-1.028 0.664 1.136
-0.366 -2.098 0.125
-1.243 -0.304 -1.813
0.267 -0.087 -0.564
0.291 0.004 0.414
-1.085 -0.407 -0.305
0.118 -0.378 -0.017
-0.759 0.261 -1.049
-0.439 -3.228 3.426



Entry 2:
A molecular structure, C5H14CsO2 in a non-equilibrium geometry, computed with ωB97M-V with the def2-TZVPD basis set.

Computed properties:
total charge: +1
relative energy (zero: lowest compared OMol25 entry of this formula, charge and spin): 12.126 eV
DFT total energy: -10037.825 eV
maximum force: 18.40 eV/A
frontier orbital gap: 8.06 eV
highest occupied orbital energy: -0.41739 Eh

Each line ends with the Löwdin charge.
CARTESIAN COORDINATES (ANGSTROEM)
Cs: 0.189101 -0.052640 -0.416003  2.416
C: 0.127011 2.370820 -3.893243  -0.056
C: -0.240479 1.000460 -3.350213  -0.321
O: 0.573131 0.565760 -2.316503  -0.664
H: 0.261331 3.096630 -3.091213  0.079
H: -0.638419 2.777600 -4.554123  0.087
H: 1.073991 2.405800 -4.431853  0.087
H: -0.225059 0.180280 -4.067973  0.136
H: -1.207709 1.102120 -2.858053  0.107
H: 0.529141 1.206640 -1.603113  -0.162
C: 0.948291 -0.451770 2.902067  -0.061
C: 0.048631 -1.281140 2.074507  -0.575
C: -0.839779 -2.326470 2.735807  -0.014
O: -0.638439 -0.439650 1.178187  -0.858
H: 0.326511 0.212640 3.502107  0.097
H: 1.595401 0.289420 2.433027  0.084
H: 1.564931 -0.954230 3.647307  0.107
H: 0.787181 -1.895970 1.560077  0.119
H: -0.180039 -2.727860 3.505047  0.094
H: -1.082269 -3.190410 2.117017  0.093
H: -1.747439 -2.032650 3.262987  0.095
H: -1.225019 0.144610 1.664157  0.109

Atomic forces in eV per Å
7.781 -2.773 -3.603
0.378 0.214 -0.402
-0.877 1.026 -1.361
2.947 3.593 -9.155
-0.232 -0.045 0.300
-0.071 -0.171 0.012
-0.013 -0.371 -0.103
-0.306 0.356 -0.239
-0.809 -0.164 -0.600
1.320 2.675 -3.396
-0.199 1.920 2.558
0.689 -2.169 0.893
0.627 -0.362 1.040
-9.476 -3.794 15.313
-0.245 0.120 0.435
0.085 -0.490 -0.834
-0.104 -0.493 -0.324
-0.416 -0.038 -1.293
-0.120 -0.277 0.248
0.010 0.348 -0.402
0.079 0.573 -0.222
-1.049 0.323 1.134